No. 1
The following is a DFT calculation (ωB97M-V with the def2-TZVPD basis set) of a structure of composition C23H51N3O3P4Tc.

## Properties
molecular weight: 639.58 g mol⁻¹
orbital gap (spin up / spin down): 5.1 / 3.5 eV
expectation value of S²: 3.767
largest force on an atom: 9.01 eV/A

ORCA input file:
```
! RIJCOSX wB97M-V def2-TZVPD def2/J DEFGRID3
* xyz 4 4
P 3.47365 -1.44044 -1.37605
C 3.63186 -1.27006 0.44143
H 4.56104 -0.74481 0.69546
H 3.63053 -2.27723 0.87427
H 2.75888 -0.71936 0.82055
C 4.84280 -2.59189 -1.72744
H 4.73605 -2.87391 -2.77820
H 4.73316 -3.48700 -1.11201
H 5.81628 -2.12476 -1.56575
C 4.28171 0.15141 -1.84068
H 5.33739 0.13735 -1.53295
H 3.75808 0.99535 -1.36993
H 4.20805 0.25151 -2.93143
P -1.35086 4.56377 -2.01128
C -1.38932 5.11747 -0.28644
H -1.58687 6.19705 -0.24095
H -0.41569 4.87116 0.16018
H -2.15800 4.54368 0.25008
C -0.28369 5.74226 -2.89588
H -0.24948 5.46476 -3.95854
H 0.73164 5.63138 -2.49043
H -0.66314 6.76424 -2.75676
C -3.02181 4.86469 -2.66182
H -3.23982 5.94180 -2.68166
H -3.73807 4.31685 -2.03382
H -3.06050 4.43170 -3.67077
P -1.96231 -2.85605 -0.68447
C -2.70730 -2.46255 0.95863
H -3.64159 -3.01958 1.11569
H -2.90899 -1.38233 0.98441
H -1.98552 -2.68977 1.75661
C -3.37873 -2.30866 -1.72009
H -4.27828 -2.89598 -1.48809
H -3.10014 -2.45253 -2.77160
H -3.57064 -1.24110 -1.54590
C -2.24391 -4.67945 -0.74742
H -3.29081 -4.95800 -0.57014
H -1.59408 -5.15859 -0.00438
H -1.93743 -5.02005 -1.74627
Tc -0.39124 1.46742 -2.64530
C 0.91163 2.13082 -1.29386
O 1.62657 2.52719 -0.46224
C -1.87960 1.32196 -1.33359
O -2.72158 1.24695 -0.53076
C -1.62928 1.21006 -4.28867
C -1.13541 -0.03091 -3.86188
C 0.24137 -0.20364 -3.65151
C 1.11445 0.84946 -3.94063
C 0.62483 2.08903 -4.34820
C -0.75047 2.27158 -4.52603
H -2.69587 1.40005 -4.30127
H -1.83228 -0.80899 -3.57886
H 0.61932 -1.11836 -3.19273
H 2.17792 0.74386 -3.73789
H 1.28676 2.94615 -4.42462
H -1.13794 3.25340 -4.77072
C 0.65883 -3.46865 1.77739
N -0.01609 -2.60738 2.76632
C -0.25712 -3.26471 4.05693
P 0.30599 -0.95320 2.72351
O 0.80015 -0.48435 1.40237
N -1.10250 -0.15963 3.10913
C -1.34546 1.17610 2.56326
C -1.94284 -0.52010 4.24209
N 1.33032 -0.73154 4.06487
C 2.57287 -1.51208 4.08547
C 1.55311 0.65835 4.47532
H 0.01094 -4.33145 1.55900
H 1.62335 -3.84134 2.16522
H 0.83375 -2.90942 0.84964
H 0.09332 -2.65192 4.89787
H -1.32745 -3.47129 4.19284
H 0.27551 -4.22488 4.08417
H -0.70123 1.34951 1.69373
H -2.39467 1.25586 2.24577
H -1.14657 1.95648 3.31816
H -2.46903 -1.46861 4.07237
H -1.37316 -0.58863 5.18121
H -2.70192 0.26193 4.36281
H 3.21380 -1.32906 3.20529
H 3.12210 -1.20943 4.98427
H 2.35899 -2.58449 4.15876
H 2.00702 1.26881 3.67448
H 2.23710 0.64104 5.33097
H 0.60756 1.11571 4.78942
*
```

***

No. 2
The following is a DFT calculation (ωB97M-V with the def2-TZVPD basis set) of a cluster of 2 separate species, C5H10O2 in total.

## Properties
molecular weight: 102.13 g mol⁻¹
energy relative to the best compared isomer or geometry (same formula, charge and spin): 103.3 kcal per mole
orbital gap: 8.8 eV
structure (SMILES): C=C(O)/C=C/C.O
largest force on an atom: 6.70 eV/A

ORCA input file:
```
! RIJCOSX wB97M-V def2-TZVPD def2/J DEFGRID3
* xyz 0 1
C -2.76448 -1.14233 0.75094
C 1.43276 1.51214 0.38632
C 0.50116 0.84648 1.13145
O 0.87789 0.27122 2.34361
C -0.86596 0.61321 0.70154
C -1.48305 -0.58271 1.05136
H -3.62588 -0.49157 0.75858
H -3.02401 -1.66036 1.62336
H -2.74492 -1.73672 -0.24802
H 2.48893 1.21188 0.29880
H 1.09743 2.43707 -0.04469
H 1.49909 0.88997 2.79026
H -1.57975 1.29156 0.30192
H -0.75731 -0.95700 1.84922
H 2.77016 0.01108 -4.48053
H 3.19173 -1.61027 -4.31595
O 2.98620 -0.90365 -4.89818
*
```

***

No. 3
The following is a DFT calculation (ωB97M-V with the def2-TZVPD basis set) of a cluster of 2 separate species, C4H11N3O in total.

## Properties
molecular weight: 117.15 g mol⁻¹
energy relative to the best compared isomer or geometry (same formula, charge and spin): 30.4 kcal per mole
orbital gap: 10.2 eV
structure (SMILES): CC(N)=O.N/C=C/N
largest force on an atom: 0.88 eV/A

ORCA input file:
```
! RIJCOSX wB97M-V def2-TZVPD def2/J DEFGRID3
* xyz 0 1
C -1.95145 -1.04953 -1.13307
C -1.97537 -1.13980 0.37795
N -0.93201 -0.56984 1.05294
O -2.89107 -1.71066 0.93488
H -0.95306 -0.85170 -1.52998
H -2.59414 -0.24414 -1.48748
H -2.30012 -1.99140 -1.54334
H -0.00664 -0.65680 0.63936
H -1.01794 -0.86350 2.02339
C 2.28911 0.66462 -0.16066
C 1.38229 1.61471 -0.31962
N 1.76032 2.80464 -1.01941
N 2.05429 -0.63627 0.41482
H 3.30009 0.81149 -0.52861
H 0.37657 1.56110 0.08692
H 1.68232 3.61660 -0.41169
H 1.17118 2.98671 -1.82618
H 2.68921 -0.76764 1.19017
H 2.27166 -1.37890 -0.22915
*
```

***

No. 4
The following is a DFT calculation (ωB97M-V with the def2-TZVPD basis set) of a structure of composition C19H22IrN8O6S2.

## Properties
molecular weight: 714.79 g mol⁻¹
energy relative to the best compared isomer or geometry (same formula, charge and spin): 3.5 kcal per mole
orbital gap: 8.7 eV
largest force on an atom: 0.67 eV/A

ORCA input file:
```
! RIJCOSX wB97M-V def2-TZVPD def2/J DEFGRID3
* xyz 1 1
Ir 0.01923 -0.43394 -0.03276
O -2.45272 4.83451 -0.34956
C -1.63929 4.76559 0.69038
O -1.47598 5.67622 1.45731
C -0.87794 3.49220 0.89597
C 0.04163 3.34336 1.91899
N 0.54625 2.10634 1.84298
N 0.01736 1.44369 0.81541
C -0.86446 2.25596 0.23480
C -1.63829 1.71216 -0.92335
O -2.40833 2.41631 -1.54909
O -1.36176 0.47818 -1.22704
H -2.46605 3.99758 -0.87893
H 0.34159 4.04375 2.67981
H 1.28898 1.62916 2.35924
N -1.17862 -0.00867 3.31429
C -1.59032 -1.08083 2.61387
N -1.21555 -1.35671 1.38169
C -1.72182 -2.59177 0.96737
C -2.54147 -3.19564 1.84486
S -2.65969 -2.25916 3.28543
C -1.32998 -3.03447 -0.36305
C -1.67061 -4.13973 -1.05072
S -1.13053 -4.00701 -2.68416
C -0.46229 -2.45593 -2.34575
N -0.57585 -2.11570 -1.08317
N 0.09507 -1.66964 -3.29849
H -0.20586 0.24840 3.15730
H -1.48252 0.05399 4.27257
H -3.08019 -4.11930 1.72362
H -2.24017 -4.99024 -0.71876
H -0.09664 -1.92491 -4.25405
H 0.01976 -0.67838 -3.10406
C 3.28767 -1.73303 2.53887
C 2.09570 -0.93029 2.08807
O 1.69432 0.03620 2.75735
O 1.57029 -1.31856 0.98898
H 3.78219 -1.23988 3.36959
H 3.97839 -1.87635 1.70959
H 2.94849 -2.72063 2.85311
N 1.38869 0.19185 -1.38804
C 2.34298 0.40413 -2.00144
N 3.41562 0.62604 -2.69693
C 3.64213 -0.07677 -3.97444
C 3.48129 0.89306 -5.13543
C 4.37691 2.11605 -4.94441
C 4.08938 2.80441 -3.61113
C 4.23829 1.82803 -2.45394
H 2.95060 -0.91624 -4.02838
H 4.65849 -0.47663 -3.94247
H 2.43484 1.20735 -5.19888
H 3.72127 0.37706 -6.06609
H 4.23283 2.81765 -5.76561
H 5.42640 1.80576 -4.97595
H 3.07234 3.20739 -3.61147
H 4.76774 3.64397 -3.45435
H 3.93633 2.26322 -1.50306
H 5.27342 1.49149 -2.35913
*
```

***

Question: Which value of molecular weight does entry 1 give?
Answer: 639.58 g mol⁻¹